1.
{
  "formula": "C4H10I2Si",
  "method": "ωB97M-V/def2-TZVPD",
  "symbols": ["C", "C", "C", "Si", "C", "I", "I", "H", "H", "H", "H", "H", "H", "H", "H", "H", "H"],
  "coordinates": [[-1.81924, -0.29311, -0.08924], [-0.50034, 0.37816, -0.64220], [-0.03715, -0.14452, -1.98844], [1.08005, 0.24356, 0.41575], [0.89996, 0.28033, 2.31788], [2.14982, -2.61415, -0.02875], [2.78956, 1.93236, -0.32223], [-1.64196, -1.32458, 0.08231], [-2.15875, 0.17991, 0.82105], [-2.60900, -0.13532, -0.79576], [-0.78294, 1.49238, -0.79382], [-0.68284, -0.95247, -2.22703], [0.99080, -0.54536, -1.99516], [-0.06572, 0.58788, -2.75543], [0.35842, 1.25266, 2.53757], [0.31310, -0.54043, 2.45317], [1.71622, 0.20269, 3.01034]],
  "forces_ev_per_angstrom": [[1.596, 1.213, -0.199], [-0.678, 1.765, 0.795], [0.689, -0.589, 0.077], [0.889, -0.684, 0.824], [0.577, 3.105, -1.522], [-0.813, 2.138, 0.321], [-0.699, -0.826, 0.148], [-0.075, -1.085, 0.127], [0.126, 0.091, 0.415], [-0.374, -0.156, -0.637], [0.844, -1.507, 0.612], [-0.448, -0.876, -0.644], [-0.378, 0.043, 0.012], [-0.230, 0.709, -0.700], [0.329, -1.151, -0.171], [-2.140, -2.220, 0.781], [0.785, 0.029, -0.238]],
  "homo_energy_ev": -8.98,
  "smiles": "CC(C)[Si](C)(I)I",
  "homo_lumo_gap_ev": 8.04,
  "max_force_ev_per_a": 3.5,
  "multiplicity": 1,
  "total_energy_ha": -1043.32199
}

***

2.
{
  "formula": "C4H10IN2S",
  "method": "ωB97M-V/def2-TZVPD",
  "symbols": ["C", "C", "C", "N", "S", "C", "N", "I", "H", "H", "H", "H", "H", "H", "H", "H", "H", "H"],
  "coordinates": [[-1.06926, -1.05156, -1.16821], [0.15586, -0.24642, -0.93409], [0.22732, 1.14583, 0.22358], [-0.91150, 1.16237, 1.06332], [1.11157, 2.63328, -0.27494], [0.92693, -0.22755, 0.27384], [0.50345, -1.21916, 1.31800], [3.11656, -0.31152, 0.01894], [-2.07760, -0.99171, -0.55819], [-0.88958, -2.12514, -1.46532], [-1.53019, -0.70733, -2.16572], [0.61399, -0.00469, -1.84929], [-1.68867, 1.40599, 0.47793], [-0.89649, 1.91479, 1.77714], [0.74121, 2.81506, -1.56967], [-0.34254, -1.08714, 1.98018], [1.36494, -1.03708, 2.03582], [0.64400, -2.06802, 0.81667]],
  "forces_ev_per_angstrom": [[-3.813, -0.587, -1.920], [-1.536, 1.981, 1.456], [0.441, -2.737, -1.961], [-0.387, 0.814, 0.653], [-0.047, -0.281, 0.100], [1.215, 1.359, 0.138], [2.836, 2.587, 3.844], [-0.906, -0.176, 0.351], [2.555, -0.075, -0.266], [0.167, 0.843, 0.853], [0.889, -0.186, 1.221], [0.961, 0.437, -0.668], [-0.772, 0.008, -0.100], [0.391, -0.645, -0.543], [-0.194, -0.395, 0.458], [0.844, -0.016, -2.245], [-2.286, -1.342, -1.768], [-0.356, -1.591, 0.395]],
  "homo_energy_ev": -12.89,
  "smiles": "C[C@H]1[C@](N)(S)[C@]1([NH3+])I",
  "homo_lumo_gap_ev": 8.96,
  "max_force_ev_per_a": 5.4,
  "multiplicity": 1,
  "total_energy_ha": -963.44993,
  "total_charge": 1
}

***

3.
{
  "formula": "C4H10KO2",
  "method": "ωB97M-V/def2-TZVPD",
  "symbols": ["K", "C", "O", "C", "C", "O", "C", "H", "H", "H", "H", "H", "H", "H", "H", "H", "H"],
  "coordinates": [[4.04127, 0.41371, -1.85376], [0.17638, -2.10842, -0.23361], [0.93007, -1.13644, 0.40895], [0.01568, -0.26511, 1.16378], [0.30009, 1.15636, 0.87250], [0.19348, 1.47498, -0.50094], [-1.10331, 1.29524, -1.03902], [0.77402, -2.58445, -1.01099], [-0.66642, -1.64532, -0.74677], [-0.35302, -2.72700, 0.49109], [0.21421, -0.37807, 2.22958], [-1.06459, -0.40416, 1.12153], [1.27262, 1.42482, 1.28510], [-0.44714, 1.74908, 1.40017], [-1.05164, 1.32687, -2.12733], [-1.74686, 2.09965, -0.68282], [-1.48484, 0.30826, -0.77746]],
  "forces_ev_per_angstrom": [[-0.271, -0.007, 0.144], [-1.209, -0.029, -0.679], [-1.055, 1.558, 1.047], [1.230, -0.445, 0.984], [-0.539, 0.739, -0.324], [1.090, 0.036, -0.492], [0.176, -0.042, 0.088], [0.022, -0.508, 0.490], [-0.040, 0.187, -0.484], [0.589, -0.842, -0.048], [0.230, -0.307, 0.160], [0.113, -0.964, -0.873], [0.186, 0.232, -0.578], [-0.062, 0.171, 0.420], [0.193, 0.192, 0.089], [-0.318, -0.127, 0.024], [-0.334, 0.156, 0.031]],
  "homo_energy_ev": -12.73,
  "homo_lumo_gap_ev": 8.47,
  "max_force_ev_per_a": 2.2,
  "multiplicity": 1,
  "total_energy_ha": -908.55907,
  "total_charge": 1
}

***

4.
{
  "formula": "C4H10N",
  "method": "ωB97M-V/def2-TZVPD",
  "symbols": ["C", "C", "C", "C", "N", "H", "H", "H", "H", "H", "H", "H", "H", "H", "H"],
  "coordinates": [[0.42709, -0.59496, -1.47205], [-0.01095, -0.24035, -0.11384], [-1.45661, -0.33493, 0.28900], [1.11995, 0.07556, 1.88025], [0.27217, 0.77353, -1.15581], [1.41001, -1.07341, -1.64746], [-0.23617, -0.92125, -2.21483], [-2.12505, 0.00906, -0.55368], [-1.59013, 0.32194, 1.14367], [-1.84560, -1.27153, 0.56632], [2.03037, -0.48824, 1.65197], [0.46239, -0.17820, 2.72966], [1.04954, 1.10884, 1.44149], [1.08597, 1.44807, -1.11969], [-0.59298, 1.36587, -1.42502]],
  "forces_ev_per_angstrom": [[1.429, -2.537, 0.164], [0.371, -1.003, 2.826], [-0.247, 2.196, -1.141], [-1.336, 0.666, -4.026], [-0.293, 5.352, 0.415], [-0.270, 1.105, 0.210], [-1.272, -0.615, -0.652], [0.495, -0.162, 0.700], [-0.364, 0.179, -0.023], [0.185, -1.510, 0.289], [-0.375, 0.317, 0.474], [0.342, -0.047, -0.838], [0.572, -0.962, 1.425], [-0.858, -1.313, 0.200], [1.620, -1.665, -0.024]],
  "homo_energy_ev": -14.16,
  "homo_lumo_gap_ev": 9.78,
  "max_force_ev_per_a": 5.4,
  "multiplicity": 1,
  "total_energy_ha": -212.74949,
  "total_charge": 1
}

***

5.
{
  "formula": "C4H10N",
  "method": "ωB97M-V/def2-TZVPD",
  "symbols": ["C", "C", "N", "C", "C", "H", "H", "H", "H", "H", "H", "H", "H", "H", "H"],
  "coordinates": [[2.17547, 0.26333, -0.01056], [0.99261, 0.04428, 0.50942], [-0.16478, -0.17190, -0.34051], [-0.99628, -1.27382, 0.00669], [-1.08512, 1.14924, -0.14791], [2.86851, 0.52340, 0.71456], [2.29999, 0.17935, -0.99693], [0.93037, 0.03441, 1.55062], [0.12421, -0.25198, -1.38413], [-1.77698, -1.40070, -0.70664], [-0.33793, -2.13415, -0.02749], [-1.40761, -1.24098, 1.02376], [-0.81775, 1.52158, 0.89170], [-0.75647, 1.94594, -0.85215], [-2.04823, 0.81200, -0.23041]],
  "forces_ev_per_angstrom": [[-2.107, -0.172, 2.608], [1.015, -0.310, -1.658], [-0.659, 3.560, -1.244], [0.174, -2.533, 1.011], [4.221, 0.767, 0.800], [1.916, 0.290, 0.595], [1.155, 0.054, -3.702], [-1.223, -0.038, 1.463], [-0.432, 0.263, 2.247], [-0.616, 0.001, -0.487], [-0.193, -0.518, -0.005], [0.194, 0.494, -0.304], [-0.646, -0.610, -1.268], [-0.403, -0.837, 0.294], [-2.396, -0.411, -0.352]],
  "homo_energy_ev": -15.35,
  "smiles": "C=C[NH+](C)C",
  "homo_lumo_gap_ev": 12.06,
  "max_force_ev_per_a": 4.4,
  "multiplicity": 1,
  "total_energy_ha": -212.84097,
  "total_charge": 1
}

***

6.
{
  "formula": "C4H10N2",
  "method": "ωB97M-V/def2-TZVPD",
  "symbols": ["N", "C", "C", "C", "C", "N", "H", "H", "H", "H", "H", "H", "H", "H", "H", "H"],
  "coordinates": [[-2.54422, 1.11961, -0.63191], [-1.60837, 0.30559, 0.05186], [-0.29799, 0.70405, 0.11118], [0.62476, -0.07514, 1.03427], [1.71025, -0.92752, 0.31288], [1.71638, -0.90813, -1.13061], [-2.36325, 2.02284, -1.01567], [-3.52026, 1.02250, -0.43570], [-2.14264, -0.49394, 0.70621], [0.22635, 1.38282, -0.54277], [-0.02367, -0.82739, 1.43495], [1.20890, 0.53189, 1.64102], [1.74783, -1.99866, 0.69510], [2.69561, -0.41670, 0.87126], [1.17610, -1.45076, -1.64652], [1.39421, 0.00893, -1.45553]],
  "forces_ev_per_angstrom": [[-0.508, -1.321, -0.053], [-0.203, 2.424, 0.402], [-0.594, -2.478, 1.092], [-1.205, -1.671, -2.892], [2.264, 0.036, 1.783], [3.263, 4.520, 2.048], [0.795, 0.134, 0.090], [-0.084, -0.384, 0.132], [1.508, 1.398, -1.230], [-0.791, 0.669, -0.181], [-0.254, 0.037, 1.456], [0.055, 1.146, 1.859], [-0.268, 1.291, -0.563], [-1.592, -1.605, -2.334], [-3.028, -3.995, -1.879], [0.643, -0.202, 0.271]],
  "homo_energy_ev": -7.90,
  "smiles": "N/C=C/CCN",
  "homo_lumo_gap_ev": 9.00,
  "max_force_ev_per_a": 5.9,
  "multiplicity": 1,
  "total_energy_ha": -267.82723
}

***

7.
{
  "formula": "C4H10N2",
  "method": "ωB97M-V/def2-TZVPD",
  "symbols": ["C", "C", "C", "C", "N", "N", "H", "H", "H", "H", "H", "H", "H", "H", "H", "H"],
  "coordinates": [[-0.37550, -1.07281, 1.85979], [-0.07851, 0.35621, 1.32298], [0.04699, 0.38679, -0.19282], [1.03587, -0.45636, -0.89591], [-0.69058, 1.27688, -0.82195], [-0.63098, 1.31675, -2.16667], [-0.45568, -1.01775, 2.90638], [-1.27476, -1.46104, 1.29358], [0.47600, -1.74390, 1.59899], [0.92585, 0.70631, 1.71466], [-0.72307, 1.13389, 1.64420], [1.55692, 0.29487, -1.51334], [1.83839, -0.82736, -0.17645], [0.47582, -1.28825, -1.44318], [-0.75917, 0.44356, -2.62298], [-1.36759, 1.95219, -2.50728]],
  "forces_ev_per_angstrom": [[0.204, 0.363, -2.733], [2.389, -0.559, -0.554], [-1.971, 2.256, 0.023], [0.589, -0.611, 0.414], [0.797, -1.819, 2.874], [-0.403, 1.570, -1.462], [-0.543, -0.327, 1.312], [0.731, 0.262, 1.143], [-0.583, 0.420, 0.241], [-0.736, -0.573, -0.218], [-1.138, 0.373, 0.226], [-0.180, -0.820, -0.660], [-1.306, -0.008, -0.919], [1.344, 0.946, 0.369], [0.144, -0.996, -0.375], [0.663, -0.478, 0.317]],
  "homo_energy_ev": -8.29,
  "smiles": "CC/C(C)=N/N",
  "homo_lumo_gap_ev": 9.34,
  "max_force_ev_per_a": 3.5,
  "multiplicity": 1,
  "total_energy_ha": -267.86382
}

***

8.
{
  "formula": "C4H10N2",
  "method": "ωB97M-V/def2-TZVPD",
  "symbols": ["C", "N", "N", "C", "C", "C", "H", "H", "H", "H", "H", "H", "H", "H", "H", "H"],
  "coordinates": [[-2.30608, 0.10671, 0.02560], [-0.79621, 0.91565, 0.13515], [-0.16096, 1.04295, -1.17318], [0.43529, 0.28420, -0.07975], [0.58444, -1.26161, -0.33818], [1.51083, 0.80758, 0.72490], [-2.08435, -0.88777, -0.30970], [-2.68413, 0.11342, 0.98310], [-2.86379, 0.80877, -0.70169], [0.06334, 1.97261, -1.37924], [0.66594, -1.44564, -1.44196], [-0.42789, -1.78853, -0.15352], [1.42726, -1.66254, 0.28961], [1.50005, 1.79276, 1.08356], [2.44313, 0.87147, 0.12683], [1.91526, 0.20354, 1.54228]],
  "forces_ev_per_angstrom": [[3.757, 3.050, -2.794], [-4.546, -0.289, 0.119], [-0.944, -2.668, 0.141], [-0.491, -2.014, -1.075], [-1.610, 0.118, -0.497], [4.123, -0.025, 0.157], [-0.403, -0.303, -0.538], [-0.874, 0.158, 2.048], [0.823, -1.574, 1.209], [0.993, 1.690, 0.437], [0.648, 0.229, 1.031], [1.822, 0.677, 0.369], [-1.031, 0.104, -0.893], [-1.102, 1.494, 0.503], [-0.304, -0.289, -0.343], [-0.860, -0.358, 0.127]],
  "homo_energy_ev": -8.60,
  "smiles": "CN1NC1(C)C",
  "homo_lumo_gap_ev": 9.74,
  "max_force_ev_per_a": 5.6,
  "multiplicity": 1,
  "total_energy_ha": -267.79098
}

***

9.
{
  "formula": "C4H10N2",
  "method": "ωB97M-V/def2-TZVPD",
  "symbols": ["C", "C", "N", "H", "H", "H", "H", "H", "C", "C", "N", "H", "H", "H", "H", "H"],
  "coordinates": [[1.23616, 1.33152, 1.05238], [1.86708, 0.49808, 1.87311], [3.16955, 0.73153, 2.35305], [1.55714, 2.30508, 0.70764], [0.27092, 0.98259, 0.73810], [1.46697, -0.44976, 2.17232], [3.34445, 1.69697, 2.58395], [3.49885, 0.14942, 3.10434], [-3.04203, -0.28539, -2.43132], [-1.83443, -0.57408, -1.93438], [-1.51434, -1.71290, -1.19267], [-3.93256, -0.85245, -2.20167], [-3.09928, 0.63684, -2.99122], [-0.94884, -0.11892, -2.36600], [-2.05843, -1.97768, -0.38828], [-0.55171, -1.95352, -1.06337]],
  "forces_ev_per_angstrom": [[-0.768, -0.617, 0.200], [1.456, 0.832, -0.024], [-0.156, 0.133, 0.199], [0.303, -0.131, 0.142], [-0.381, 0.209, -0.273], [-0.346, -0.341, -0.091], [0.103, 0.085, -0.192], [-0.228, -0.185, 0.024], [0.574, 0.643, 0.582], [0.106, -1.400, -0.877], [-0.161, -0.125, 0.395], [-0.032, 0.061, 0.074], [-0.331, -0.122, -0.188], [-0.092, 0.498, 0.296], [-0.294, 0.154, -0.219], [0.249, 0.307, -0.048]],
  "homo_energy_ev": -8.18,
  "smiles": "C=CN.C=CN",
  "homo_lumo_gap_ev": 9.12,
  "max_force_ev_per_a": 1.7,
  "multiplicity": 1,
  "total_energy_ha": -267.85622
}

***

10.
{
  "formula": "C4H10N2",
  "method": "ωB97M-V/def2-TZVPD",
  "symbols": ["C", "C", "C", "C", "N", "N", "H", "H", "H", "H", "H", "H", "H", "H", "H", "H"],
  "coordinates": [[-1.58377, 1.49004, -2.48625], [2.08277, 1.15671, 1.54641], [1.16627, 0.10359, 1.54150], [-0.70325, -1.98553, -0.85189], [1.13794, -0.97588, 2.28639], [-2.08717, 0.55883, -1.84021], [-1.48121, 1.32596, -3.57568], [-1.36764, 2.52776, -2.19019], [2.63365, 1.30551, 2.47357], [1.74844, 2.08535, 1.09150], [0.17838, -2.55142, -1.16905], [-1.60546, -2.46535, -1.28432], [0.48826, 0.14882, 0.67365], [1.63059, -0.82944, 3.17472], [-0.74116, -2.07606, 0.24710], [-0.80698, -0.95977, -1.15555]],
  "forces_ev_per_angstrom": [[-1.180, -1.205, -0.037], [-1.501, 1.010, 2.018], [0.329, -0.630, -1.240], [-0.811, -1.229, 0.497], [-0.729, 0.634, 0.187], [0.695, 1.597, -0.235], [0.287, 0.024, -0.180], [0.143, -0.040, 0.471], [0.719, -0.237, -0.391], [0.505, -0.194, -0.619], [-0.052, 0.529, -0.250], [0.499, 0.010, 0.359], [0.042, -0.502, 0.287], [0.451, -0.068, -0.411], [-0.122, 0.159, -0.413], [0.725, 0.142, -0.041]],
  "homo_energy_ev": -6.69,
  "homo_lumo_gap_ev": 2.61,
  "max_force_ev_per_a": 2.7,
  "multiplicity": 1,
  "total_energy_ha": -267.61599
}

***

Repeat the seventh record exactly.
{
  "formula": "C4H10N2",
  "method": "ωB97M-V/def2-TZVPD",
  "symbols": ["C", "C", "C", "C", "N", "N", "H", "H", "H", "H", "H", "H", "H", "H", "H", "H"],
  "coordinates": [[-0.37550, -1.07281, 1.85979], [-0.07851, 0.35621, 1.32298], [0.04699, 0.38679, -0.19282], [1.03587, -0.45636, -0.89591], [-0.69058, 1.27688, -0.82195], [-0.63098, 1.31675, -2.16667], [-0.45568, -1.01775, 2.90638], [-1.27476, -1.46104, 1.29358], [0.47600, -1.74390, 1.59899], [0.92585, 0.70631, 1.71466], [-0.72307, 1.13389, 1.64420], [1.55692, 0.29487, -1.51334], [1.83839, -0.82736, -0.17645], [0.47582, -1.28825, -1.44318], [-0.75917, 0.44356, -2.62298], [-1.36759, 1.95219, -2.50728]],
  "forces_ev_per_angstrom": [[0.204, 0.363, -2.733], [2.389, -0.559, -0.554], [-1.971, 2.256, 0.023], [0.589, -0.611, 0.414], [0.797, -1.819, 2.874], [-0.403, 1.570, -1.462], [-0.543, -0.327, 1.312], [0.731, 0.262, 1.143], [-0.583, 0.420, 0.241], [-0.736, -0.573, -0.218], [-1.138, 0.373, 0.226], [-0.180, -0.820, -0.660], [-1.306, -0.008, -0.919], [1.344, 0.946, 0.369], [0.144, -0.996, -0.375], [0.663, -0.478, 0.317]],
  "homo_energy_ev": -8.29,
  "smiles": "CC/C(C)=N/N",
  "homo_lumo_gap_ev": 9.34,
  "max_force_ev_per_a": 3.5,
  "multiplicity": 1,
  "total_energy_ha": -267.86382
}